{"formula": "C52H92Cl28F4O21", "method": "ωB97M-V with the def2-TZVPD basis set", "total_charge": 0, "spin_multiplicity": 1, "total_energy_ev": -459916.049, "species": ["Cl", "Cl", "Cl", "Cl", "Cl", "Cl", "Cl", "Cl", "Cl", "Cl", "Cl", "Cl", "Cl", "Cl", "Cl", "Cl", "Cl", "Cl", "Cl", "Cl", "Cl", "Cl", "Cl", "Cl", "Cl", "Cl", "Cl", "Cl", "F", "F", "F", "F", "O", "O", "O", "O", "O", "O", "O", "O", "O", "O", "O", "O", "O", "O", "O", "O", "O", "O", "O", "O", "O", "C", "C", "C", "C", "C", "C", "C", "C", "C", "C", "C", "C", "C", "C", "C", "C", "C", "C", "C", "C", "C", "C", "C", "C", "C", "C", "C", "C", "C", "C", "C", "C", "C", "C", "C", "C", "C", "C", "C", "C", "C", "C", "C", "C", "C", "C", "C", "C", "C", "C", "C", "C", "H", "H", "H", "H", "H", "H", "H", "H", "H", "H", "H", "H", "H", "H", "H", "H", "H", "H", "H", "H", "H", "H", "H", "H", "H", "H", "H", "H", "H", "H", "H", "H", "H", "H", "H", "H", "H", "H", "H", "H", "H", "H", "H", "H", "H", "H", "H", "H", "H", "H", "H", "H", "H", "H", "H", "H", "H", "H", "H", "H", "H", "H", "H", "H", "H", "H", "H", "H", "H", "H", "H", "H", "H", "H", "H", "H", "H", "H", "H", "H", "H", "H", "H", "H", "H", "H", "H", "H", "H", "H", "H", "H"], "coordinates": [[-7.1671, -2.0171, 1.9370], [-2.8445, 0.9099, -3.4013], [0.0370, 1.0353, -6.5419], [-4.9499, 2.1316, 0.4489], [-4.1926, 4.1812, -4.1157], [3.0672, 0.9276, -4.6123], [-0.5409, 3.4440, -3.3091], [0.2459, 0.5400, 8.3730], [0.1793, -2.0133, 10.7373], [2.2832, -2.0013, 5.0394], [-0.7181, 6.2737, -5.1352], [3.0978, -2.9133, -2.6240], [4.9020, -4.7914, -0.5120], [-7.5876, 0.4200, -1.7304], [-5.2043, -5.9993, 1.9366], [-1.6602, 3.4194, 1.4697], [-3.4975, -2.9228, -0.4889], [7.6755, 3.6429, 0.8731], [-5.8816, -0.7803, -4.5623], [4.2772, -3.6174, 2.9615], [2.7213, 1.8811, 3.7356], [-2.7593, -2.1496, 5.7533], [-0.3953, -4.9540, -0.0648], [-1.9984, -5.8016, 3.5911], [-0.3279, 0.5764, 4.3915], [-7.1336, -2.2166, 5.1890], [-2.6667, -6.3826, -2.2868], [5.0349, 0.4830, 1.4987], [-4.8239, 6.0034, 5.2020], [5.6814, 3.9401, -4.7762], [-2.6972, 2.2375, 8.0393], [5.2672, 1.1437, -1.5095], [6.7055, 0.4891, -6.7036], [-0.0404, -4.3746, -4.1780], [-6.4560, 6.1007, 1.4818], [0.1264, -1.7564, 0.7220], [7.9314, 2.3430, -6.1293], [4.3490, 3.8193, -1.2567], [-4.8961, 2.5227, 7.8805], [5.3083, 5.5382, -2.1471], [-1.3504, -2.5813, -4.5928], [-4.5630, 0.7459, 6.5441], [-5.2349, 4.4644, 2.4320], [7.3157, -1.3951, -1.7934], [7.2338, 0.7632, -2.4367], [-6.1365, 2.2596, 6.0529], [-1.6290, -1.3844, 1.9477], [6.1775, 1.7440, -4.8659], [9.1948, -0.2412, -1.8437], [0.0872, -3.0949, -6.0471], [3.1357, 5.2335, -2.5484], [-6.4901, 5.7345, 3.7155], [-1.3956, -0.2379, 0.0424], [5.9379, -1.1115, -1.9177], [0.3738, 2.1499, 4.9186], [8.0197, -0.2755, -2.0399], [-3.8817, 1.7461, 8.4388], [-0.4407, -6.5588, -0.8663], [-4.9419, -5.0592, 0.4453], [-2.0273, -2.7611, -3.3165], [5.9390, 0.3258, -2.4019], [4.1596, 4.8699, -2.0256], [1.8809, -3.4162, -7.6891], [3.9401, -5.4203, -1.9059], [-6.0890, 5.5126, 2.4677], [3.1891, 3.0835, -0.8469], [-4.7878, 4.1511, 3.7637], [1.8346, -0.3907, -0.4701], [0.7417, 4.1111, -4.4940], [-2.7589, -0.6088, 2.1445], [-5.5834, 5.1029, 4.6013], [5.6770, 2.1044, 1.3670], [0.8334, 5.6765, -4.6512], [1.7574, -0.3029, -4.8969], [-2.7323, -4.6768, 4.7454], [-4.7306, 2.5582, -4.7678], [-0.9296, -6.6911, -2.2714], [7.1539, 2.0365, 1.2987], [6.9489, 1.4424, -6.0545], [-0.9817, -1.0158, 0.8575], [-1.8027, -3.4496, 4.9623], [1.8102, 1.9831, 5.2920], [-5.2626, 1.8952, 6.7282], [-4.0190, 0.3800, 7.8409], [-6.1939, -0.6809, -1.7970], [5.0999, 6.8483, -2.7764], [6.5597, 2.9573, -4.3769], [-3.9018, 3.4952, -0.2109], [2.6634, -4.6050, -2.0916], [7.9347, 3.1474, -4.9779], [2.4738, 3.8230, 0.3206], [-6.3496, -0.8519, 4.2805], [2.5254, -1.5812, 3.2958], [0.9321, -1.9381, 9.1268], [0.1345, -1.2113, 8.0809], [-0.3683, -3.4132, -4.8251], [-5.8907, -1.2771, 2.8921], [0.7651, -1.4129, -0.5202], [-6.3218, -1.5971, -2.9960], [0.3433, 0.1067, -5.0319], [-3.5425, 1.6081, -4.8893], [-2.4055, 3.1669, -0.2109], [2.7986, -2.8273, 2.4599], [1.0267, -4.0265, -6.5674], [-3.8003, -4.0873, 0.7906], [-1.0334, -7.2517, -0.2452], [2.8898, -2.6791, 1.3830], [-0.0141, -1.0672, -1.2021], [-2.7958, -3.5054, -3.3472], [4.5917, 6.6466, -3.7343], [1.2653, -2.9271, -8.4847], [4.4617, 7.4803, -2.1127], [-1.2441, -3.0583, -2.6469], [5.3845, -1.3791, -0.9960], [1.6765, -4.3273, -5.7736], [-5.5488, 2.1446, -4.1067], [2.4503, 3.1179, -1.6991], [3.6064, -6.4419, -1.6657], [-4.1263, 4.3197, 0.4506], [8.0545, 4.1418, -5.3439], [-4.8075, 3.1182, 4.0388], [-3.7442, 4.4171, 3.7844], [5.3452, 0.3615, -3.3501], [2.1865, 2.9353, 5.8168], [-5.6215, -0.4216, 2.2756], [-2.9839, -0.7785, 3.2071], [3.4400, 2.0666, -0.5690], [-2.7859, -5.2064, 5.6557], [-0.0102, 0.7876, -4.2537], [-5.5060, -0.4916, 4.8110], [0.5756, -1.4412, 7.1092], [-0.7734, -7.7456, -2.5412], [2.3534, -0.4852, -1.4251], [-4.2060, 3.6193, -1.2460], [7.5284, 1.4274, 0.4113], [5.3760, 2.5591, 0.4404], [-3.9127, 1.6234, 9.5204], [-2.3706, -1.7660, -3.0829], [1.8581, -1.3759, 9.2568], [-2.5103, 0.4239, 2.0264], [-4.7124, -0.2742, 8.4185], [-7.1800, -0.1209, 4.2299], [7.6727, 1.6208, 2.1536], [2.2907, 4.8582, 0.1055], [-3.8739, 0.7550, -5.4586], [0.6327, -6.7742, -0.7900], [1.9628, -3.4858, 2.5901], [-2.6523, 2.0931, -5.3737], [1.2377, -2.3157, -0.8388], [-5.2977, -0.0720, -1.8178], [1.1456, -2.9541, 8.7754], [-5.6525, -2.4340, -2.8383], [-5.1189, 2.6688, -5.7684], [-5.0529, -1.9807, 3.0081], [1.8083, -0.9501, -4.0190], [-4.8564, -5.6746, -0.4569], [-6.1228, 4.6520, 5.4433], [1.5294, 5.9269, -5.4688], [-5.7823, -4.4676, 0.2164], [-0.3215, -0.7469, -5.1608], [2.5355, -0.7009, 0.3161], [1.6865, 3.6851, -4.1496], [1.9979, 1.0556, 5.8046], [-0.4434, -6.0543, -2.9979], [-0.9114, -1.4468, 8.0468], [-1.7835, 3.8069, -0.8829], [1.5315, 0.6267, -0.2514], [-1.5179, -3.0678, 3.9861], [1.5377, 3.2698, 0.4649], [5.4502, -1.7865, -2.6004], [0.2866, 2.8667, 4.0956], [-6.1896, -1.2883, -0.9009], [1.6195, -1.1630, 2.9602], [6.0608, 7.3056, -2.8956], [2.9103, 3.6849, 1.3058], [4.5252, -5.3484, -2.8191], [-3.5527, -0.9750, 1.5220], [-3.0706, -0.1587, 7.6177], [6.5931, 2.9923, -3.2885], [0.4460, -4.8640, -6.8857], [-2.2516, 2.1259, -0.4141], [0.5087, 3.7705, -5.4864], [2.0648, -4.5023, -1.1599], [3.3863, -0.8948, 3.2703], [-0.3032, 2.5418, 5.7405], [2.0249, -4.9915, -2.8872], [5.4029, 2.7840, 2.1703], [2.5670, -2.6380, -7.3983], [-3.7098, -4.3741, 4.3219], [-0.9204, -3.7168, 5.5382], [-4.0632, -3.4677, 1.6393], [2.5094, -4.1870, -8.1630], [1.1708, 6.1097, -3.7088], [-7.3331, -1.9755, -3.1252], [8.6947, 2.7809, -4.3093], [2.1216, -0.8638, -5.8029], [-2.7945, -4.4634, 1.0004]], "lowdin_charge": [0.59, 0.57, 0.57, 0.55, 0.52, 0.62, 0.50, 0.59, 0.54, 0.55, 0.58, 0.64, 0.55, 0.55, 0.58, 0.50, 0.69, 0.63, 0.57, 0.57, 0.58, 0.61, 0.62, 0.57, 0.58, 0.51, 0.61, 0.66, 0.10, 0.06, 0.07, 0.01, 0.20, 0.09, 0.16, 0.02, 0.10, 0.02, 0.16, -0.01, 0.00, 0.03, 0.00, 0.10, 0.14, 0.20, -0.03, 0.03, 0.18, 0.03, 0.10, 0.17, 0.10, -0.09, -0.66, -0.53, -0.35, -0.63, -0.62, -0.04, -0.32, -0.63, -0.05, -0.61, -0.55, -0.19, -0.04, -0.06, -0.56, -0.11, -0.33, -0.71, -0.68, -0.63, -0.64, -0.59, -0.63, -0.70, -0.47, -0.63, -0.59, -0.62, -0.56, -0.05, -0.69, -0.01, -0.35, -0.54, -0.59, -0.04, -0.03, -0.60, -0.64, -0.68, -0.66, -0.61, -0.68, -0.25, -0.60, -0.63, -0.67, -0.57, -0.68, -0.20, -0.67, 0.08, 0.05, 0.12, 0.06, 0.10, 0.09, 0.11, 0.06, 0.12, 0.10, 0.07, 0.12, 0.08, 0.04, 0.14, 0.12, 0.12, 0.11, 0.11, 0.05, 0.07, 0.07, 0.05, 0.02, 0.02, 0.01, 0.09, 0.05, 0.03, 0.08, 0.02, 0.17, 0.04, 0.06, 0.07, 0.16, 0.08, 0.08, 0.08, 0.02, 0.06, 0.06, 0.05, 0.05, 0.02, 0.08, 0.05, 0.07, 0.05, 0.01, 0.05, 0.16, 0.08, 0.03, 0.04, 0.05, 0.03, 0.02, 0.03, 0.03, 0.04, 0.08, 0.04, 0.06, 0.07, 0.05, 0.03, 0.01, 0.08, 0.04, 0.07, 0.05, 0.10, 0.16, 0.12, 0.01, 0.02, 0.03, 0.00, 0.09, 0.05, 0.07, 0.05, 0.06, 0.07, 0.03, 0.08, 0.05, 0.06, 0.15, 0.08, -0.01]}